71
Properties=species:S:1:pos:R:3:mulliken_charge:R:1 method="wB97M-V/def2-TZVPD" e_lumo_ev="-8.18 / -8.18" total_charge=+2
I 1.717 -1.159 -3.210 -0.037
C -2.202 -1.180 -2.231 0.311
H 3.292 -0.237 -1.007 0.183
H -4.329 -0.056 -5.205 0.439
C -3.608 -1.710 -4.062 -0.664
N -0.367 3.178 2.915 -0.577
H 0.988 7.671 0.425 0.429
C 1.343 -4.243 3.288 -0.304
C 0.362 6.367 -1.147 -0.667
N -0.944 -0.012 -0.674 0.217
C 1.463 0.547 0.842 0.702
C 0.625 6.682 0.178 -0.656
H 1.752 -6.701 0.976 0.435
H 1.536 -4.023 4.329 0.554
C -0.903 1.864 4.923 0.207
H -3.155 1.665 -3.841 0.559
H 0.628 6.008 2.233 0.557
H -0.343 4.850 -2.532 0.612
H -2.731 -3.196 -2.746 0.559
C -2.833 -2.146 -2.984 -0.275
H 6.645 1.460 1.050 0.427
N -0.181 0.811 2.989 0.161
C 5.061 0.572 -0.094 -0.764
H 2.729 1.768 2.752 0.446
C -0.247 -2.451 0.590 0.110
N -0.700 2.288 0.761 0.082
H -1.925 0.519 8.358 0.430
H -1.469 3.811 5.650 0.552
H -2.132 2.901 7.863 0.442
C 3.709 0.307 -0.170 -0.077
C -1.128 -0.016 6.436 -0.200
C -0.334 3.295 1.610 0.086
H -4.123 -2.438 -4.673 0.439
C -1.742 2.236 7.105 -0.662
C -3.722 -0.360 -4.363 -0.686
C 3.394 1.436 1.964 -0.301
C -1.507 0.885 -1.541 -0.430
C -0.776 0.499 5.208 0.110
C 2.850 0.744 0.856 1.271
H 5.716 0.244 -0.890 0.452
C -0.305 4.189 -0.494 0.300
H 2.209 -6.205 3.329 0.431
C 0.177 -1.990 2.709 0.219
C -2.318 0.182 -2.531 0.281
C 0.721 -3.325 2.469 0.204
I 1.734 1.492 -3.453 0.037
C -0.031 4.502 0.845 0.146
C -3.072 0.613 -3.601 -0.201
C -0.121 5.106 -1.504 -0.211
Mn -0.210 0.420 1.089 -0.529
N 0.067 -1.382 3.866 -0.561
C 0.813 -4.818 0.559 -0.332
C -0.766 2.805 -0.503 0.029
C -1.376 2.755 5.861 -0.240
H 0.532 7.110 -1.914 0.439
C 4.749 1.677 2.029 -0.787
H -1.027 -1.070 6.655 0.546
H 0.608 -5.035 -0.481 0.555
C 0.457 -3.613 1.123 0.339
C -1.624 0.882 7.384 -0.671
C 1.714 -5.463 2.718 -0.654
C 5.584 1.255 0.999 -0.409
C -0.289 -0.128 3.982 0.074
H 5.162 2.196 2.884 0.436
C 0.427 5.752 1.201 -0.285
N -0.838 -2.381 -0.577 -0.425
C -0.492 2.029 3.532 -0.004
N -0.321 -1.475 1.545 0.121
C 1.457 -5.743 1.383 -0.646
C -1.307 -1.267 -1.082 -0.349
N -1.278 2.173 -1.528 -0.327

=====

135
Properties=species:S:1:pos:R:3:mulliken_charge:R:1 method="wB97M-V/def2-TZVPD" e_lumo_ev=-0.95
C 5.734 -12.671 -0.305 0.338
Cl 5.744 -14.361 0.215 -0.100
H 10.016 5.954 0.897 0.218
Cl -8.085 -1.137 2.376 0.014
C -10.069 -0.716 -3.165 0.239
Cl -13.412 -6.068 -0.634 -0.102
Br 9.870 4.819 3.691 -0.142
Cl 2.095 -10.710 -1.351 -0.072
O 8.503 2.287 0.798 -0.512
C 5.756 0.902 0.126 -0.879
C -0.849 2.763 -0.824 -0.096
C 6.503 3.683 0.327 0.262
Cl -5.198 0.077 3.848 -0.041
Cl 11.758 7.323 -0.981 -0.102
C 1.833 4.908 0.768 0.019
C 6.957 9.154 5.740 0.266
H 5.873 -0.188 0.062 0.267
Cl -3.363 -1.613 -4.690 -0.120
Cl -12.304 -3.954 -5.807 -0.037
H 1.332 6.947 0.325 0.698
Cl 10.373 8.527 1.255 -0.036
C 6.372 4.710 1.250 1.055
Cl -5.135 3.333 4.673 -0.057
Cl -1.129 -3.440 -4.710 -0.012
C 11.228 8.851 -0.260 0.332
Cl -1.791 -9.361 -6.390 0.012
C 2.277 -1.474 -2.579 0.210
C -0.530 1.638 1.263 -0.069
Cl -0.994 -14.731 -0.462 -0.085
C 7.347 4.717 2.411 -1.367
Cl -11.471 -1.400 -3.995 -0.006
Cl 4.376 -11.829 0.450 -0.046
F 3.413 7.826 0.610 -0.341
O 5.613 2.168 -2.683 -0.487
C -2.505 -2.858 -3.773 0.271
Cl 7.846 10.613 5.280 -0.099
Cl -9.936 -3.270 2.971 -0.087
Br 6.687 4.421 4.198 0.001
Cl -12.736 -2.045 -7.929 -0.099
Br 5.272 7.001 2.470 -0.057
H -1.008 4.622 3.548 0.291
H 4.727 1.128 -0.197 0.442
Cl -3.603 -4.204 -3.436 -0.105
C -9.448 -2.076 1.764 0.254
C 5.931 2.445 -1.552 -0.381
Si 0.000 4.530 1.222 0.049
H -0.282 1.618 2.325 0.139
C 4.595 4.653 -0.931 -0.273
Cl -13.430 -4.302 -2.922 -0.056
H 9.843 4.262 0.476 0.328
C -0.018 4.417 3.118 -1.186
C 3.392 6.761 -0.228 0.661
Cl -0.925 -10.740 -4.011 -0.045
Cl -1.926 -2.169 -2.244 -0.137
Cl -9.594 0.797 -3.952 -0.112
H 5.818 1.165 1.192 0.302
H 0.742 5.075 3.568 0.368
C -0.888 0.445 0.639 -1.061
Cl -2.114 -6.034 -7.076 -0.020
C -0.430 -6.405 -7.458 0.207
Cl 2.067 -1.388 -4.335 -0.096
C 1.957 6.163 -0.127 -1.449
Cl -5.885 4.727 7.085 -0.077
Cl 7.251 -11.897 0.172 -0.099
Cl 3.843 -0.784 -2.147 -0.090
Cl 5.241 9.364 5.355 -0.118
Cl 10.145 9.686 -1.380 -0.096
C -0.433 -14.684 1.214 0.322
H -1.511 -0.533 -1.211 0.119
H -1.497 1.573 -2.504 0.502
C -4.191 -0.950 2.814 0.209
C 9.272 5.141 0.809 -1.203
C -2.237 5.712 8.631 0.303
H -0.782 6.580 -0.093 0.375
Cl 1.796 -8.383 0.336 -0.098
Cl -2.470 5.250 6.938 -0.020
Cl -3.530 5.019 9.623 -0.081
Cl -0.515 -16.307 1.911 -0.106
Cl 0.977 -0.562 -1.785 0.062
C 7.453 2.477 0.243 -0.063
Cl -3.374 -11.531 -5.325 -0.105
Cl -12.986 -4.874 -8.460 -0.101
Cl -0.357 -7.729 -8.644 -0.104
H 8.536 5.403 0.042 0.289
C 0.983 -9.820 -0.303 0.262
C 5.573 3.708 -0.742 0.638
H 1.541 5.950 -1.119 0.329
Cl -14.675 -3.476 -0.452 -0.107
C -1.219 0.405 -0.710 -0.319
Cl -2.270 7.475 8.770 -0.098
Cl -10.809 -0.989 1.425 -0.101
Cl -7.431 2.456 6.189 -0.090
H 2.193 4.005 0.240 0.176
Cl 7.592 7.768 4.849 0.068
C -5.806 3.148 6.298 0.288
S 3.528 4.437 -2.355 -0.072
C -12.103 -3.649 -7.538 0.297
C -13.327 -4.380 -1.156 0.196
Cl -3.202 0.072 1.757 -0.003
C 5.364 5.680 1.092 0.994
H 4.169 5.101 -3.349 0.207
F 3.610 7.276 -1.487 -0.357
Cl -8.726 -1.866 -3.241 -0.106
Cl 1.238 -14.107 1.258 -0.033
C -0.494 2.825 0.530 0.831
H -0.911 -0.467 1.225 0.803
Cl -3.234 -9.011 -3.914 -0.102
Cl -0.675 5.105 9.196 -0.102
H -1.709 6.327 1.375 0.361
Cl 0.493 -10.865 1.035 -0.047
N 6.790 1.627 -0.719 -0.101
Cl -0.440 -9.333 -1.229 -0.036
Cl -4.769 2.070 7.242 -0.071
H -1.986 5.304 -0.088 0.387
C -1.216 1.582 -1.451 -0.943
H 2.446 4.957 1.685 0.454
Cl -10.386 -3.723 -7.951 -0.093
C -2.331 -10.163 -4.912 0.259
Cl -11.798 -3.673 -0.617 0.098
Cl -3.133 -1.946 3.825 -0.132
Cl -5.224 -1.996 1.831 -0.061
Cl 0.427 -6.873 -5.982 -0.009
C 8.649 4.893 2.177 0.550
H 0.281 3.393 3.400 0.283
Cl 12.638 9.866 0.066 -0.102
Cl -10.479 -0.403 -1.473 0.009
Cl 7.140 8.875 7.477 -0.106
Cl 0.343 -4.968 -8.143 -0.097
C -1.227 5.798 0.537 -1.248
Cl -1.462 -13.590 2.150 -0.101
Cl -8.961 -2.909 0.277 -0.101
Cl 5.562 -12.596 -2.066 -0.107
H -0.855 3.668 -1.436 0.363
Cl 2.210 -3.166 -2.060 -0.090
C 4.474 5.708 0.016 -0.012